--- A ---
DFT (the ωB97M-V functional and the def2-TZVPD basis) results for 9 unconnected molecules or ions with the total composition C30H84N6O12.

```
132
C30H84N6O12 (the ωB97M-V functional and the def2-TZVPD basis)
C 3.04 -3.63 -2.45
O 2.99 -2.33 -3.01
C 2.76 -2.31 -4.42
C 3.90 -2.98 -5.31
C 5.26 -2.52 -4.98
N 3.67 -2.65 -6.75
H 2.11 -4.20 -2.54
H 3.22 -3.57 -1.37
H 3.80 -4.26 -2.91
H 1.82 -2.77 -4.73
H 2.60 -1.25 -4.64
H 3.92 -4.05 -5.16
H 5.37 -1.45 -5.18
H 6.01 -3.13 -5.48
H 5.46 -2.63 -3.92
H 4.28 -3.30 -7.23
H 2.79 -2.93 -7.15
C 2.14 3.37 -2.46
O 0.96 3.80 -1.85
C 0.84 5.27 -1.86
C -0.03 5.73 -0.63
C -1.53 5.36 -0.84
N -0.01 7.18 -0.60
H 2.13 2.29 -2.64
H 3.09 3.55 -1.95
H 2.24 3.76 -3.47
H 1.75 5.84 -1.68
H 0.54 5.49 -2.89
H 0.36 5.30 0.29
H -1.75 4.30 -0.90
H -1.97 5.86 -1.70
H -2.11 5.76 -0.01
H 0.86 7.56 -0.27
H -0.15 7.58 -1.52
C -2.11 -3.39 -0.06
O -3.40 -2.83 -0.25
C -3.69 -1.82 0.65
C -5.04 -1.26 0.36
C -5.47 -0.09 1.13
N -6.11 -2.26 0.32
H -1.94 -4.16 -0.81
H -1.94 -3.73 0.96
H -1.33 -2.65 -0.21
H -3.55 -2.13 1.69
H -3.02 -0.98 0.49
H -5.00 -0.97 -0.69
H -6.21 0.36 0.47
H -4.61 0.54 1.35
H -5.88 -0.35 2.10
H -5.73 -3.08 -0.14
H -6.23 -2.64 1.25
C 0.92 -9.12 -5.83
O 1.08 -7.67 -5.90
C 0.58 -6.99 -4.71
C 0.51 -5.43 -4.94
C -0.37 -4.59 -3.95
N 0.02 -5.10 -6.27
H 1.46 -9.64 -6.62
H -0.09 -9.50 -5.99
H 1.13 -9.46 -4.81
H -0.41 -7.38 -4.50
H 1.12 -7.30 -3.82
H 1.53 -5.05 -4.87
H 0.03 -4.76 -2.95
H -1.41 -4.93 -3.97
H -0.15 -3.53 -4.07
H 0.40 -5.70 -6.99
H -0.96 -5.36 -6.35
C 0.38 -0.41 -1.84
O -0.09 -0.13 -0.57
C 0.01 1.30 -0.13
C -0.36 1.46 1.36
C -0.16 2.83 1.99
N 0.23 0.50 2.21
H 1.44 -0.18 -1.91
H 0.04 0.41 -2.47
H 0.08 -1.41 -2.16
H 1.03 1.66 -0.29
H -0.69 1.94 -0.67
H -1.42 1.21 1.36
H -0.78 2.88 2.89
H -0.57 3.64 1.38
H 0.88 3.08 2.19
H 1.24 0.57 2.16
H 0.08 -0.34 1.66
C 3.08 -0.86 0.45
O 3.11 -0.46 1.84
C 4.20 0.44 2.10
C 4.18 0.82 3.60
C 2.93 1.66 3.98
N 5.31 1.66 3.97
H 3.05 -0.06 -0.29
H 2.11 -1.36 0.34
H 3.88 -1.55 0.22
H 5.13 -0.11 1.93
H 4.13 1.29 1.42
H 4.11 -0.10 4.18
H 2.00 1.10 3.84
H 2.85 2.44 3.22
H 2.96 2.09 4.98
H 6.13 1.12 3.74
H 5.30 1.70 4.98
O -1.67 -1.76 3.05
C -2.14 -1.34 4.32
C -2.44 0.11 4.57
O -1.19 0.83 4.63
H -0.94 -1.19 2.80
H -3.06 -1.88 4.52
H -1.59 -1.84 5.12
H -2.94 0.11 5.53
H -3.04 0.48 3.73
H -0.83 0.87 3.74
O -0.76 5.21 8.17
C 0.18 4.53 7.43
C -0.39 3.75 6.20
O -0.89 2.54 6.78
H -1.30 4.47 8.48
H 0.87 5.27 7.03
H 0.67 3.79 8.07
H 0.35 3.25 5.57
H -1.14 4.27 5.61
H -1.14 1.91 6.09
O -3.62 3.73 2.92
C -4.17 3.46 1.64
C -4.81 4.79 1.22
O -6.19 4.76 1.59
H -4.37 4.00 3.46
H -3.40 3.17 0.93
H -4.85 2.61 1.72
H -4.78 4.85 0.14
H -4.26 5.64 1.62
H -6.44 5.67 1.78
```

Results
Net charge: 0
HOMO (eV): -9.15
Structure (SMILES): COC[C@H](C)N.COC[C@H](C)N.COC[C@H](C)N.COC[C@H](C)N.COC[C@H](C)N.COC[C@H](C)N.OCCO.OCCO.OCCO
Multiplicity: 1

***

--- B ---
DFT (the ωB97M-V functional and the def2-TZVPD basis) results for 9 unconnected molecules or ions with the total composition C30H84N6O12.

```
132
C30H84N6O12 (the ωB97M-V functional and the def2-TZVPD basis)
C -4.23 -25.43 1.29
O -4.89 -26.19 0.31
C -4.37 -27.48 0.07
C -3.04 -27.58 -0.62
C -3.16 -27.00 -2.01
N -2.60 -28.95 -0.79
H -4.74 -24.48 1.23
H -3.17 -25.25 1.10
H -4.35 -25.97 2.26
H -4.33 -28.05 1.00
H -5.15 -27.91 -0.56
H -2.28 -27.01 -0.09
H -2.18 -26.94 -2.46
H -3.51 -25.97 -1.99
H -3.81 -27.63 -2.64
H -2.62 -29.44 0.10
H -3.30 -29.46 -1.30
C -2.64 -20.77 -3.24
O -2.06 -21.96 -2.77
C -1.04 -21.85 -1.82
C -0.36 -23.24 -1.58
C -1.44 -24.20 -1.12
N 0.64 -23.13 -0.55
H -3.34 -21.12 -4.01
H -1.90 -20.04 -3.67
H -3.22 -20.24 -2.47
H -0.24 -21.12 -2.17
H -1.38 -21.52 -0.86
H 0.16 -23.61 -2.52
H -2.30 -24.16 -1.81
H -1.62 -24.01 -0.03
H -0.97 -25.20 -1.16
H 1.41 -22.53 -0.80
H 0.20 -22.71 0.27
C -0.97 -18.45 -6.07
O -1.89 -19.21 -6.79
C -1.30 -20.41 -7.29
C -2.29 -21.30 -8.02
C -3.45 -21.75 -7.04
N -1.72 -22.49 -8.60
H -0.05 -18.32 -6.62
H -0.70 -18.80 -5.08
H -1.44 -17.51 -5.95
H -0.49 -20.13 -7.94
H -0.88 -21.05 -6.51
H -2.71 -20.80 -8.89
H -4.21 -22.31 -7.52
H -3.98 -20.89 -6.59
H -3.08 -22.30 -6.18
H -1.25 -22.20 -9.43
H -2.47 -23.13 -8.84
C 0.64 -28.15 -1.42
O 1.86 -27.92 -2.05
C 2.14 -26.59 -2.28
C 3.48 -26.48 -3.07
C 3.67 -25.03 -3.47
N 3.59 -27.33 -4.22
H 0.58 -27.73 -0.38
H 0.56 -29.23 -1.34
H -0.20 -27.84 -2.01
H 1.42 -26.04 -2.83
H 2.40 -26.09 -1.34
H 4.31 -26.73 -2.41
H 4.64 -24.93 -4.00
H 3.78 -24.45 -2.54
H 2.90 -24.66 -4.13
H 2.98 -27.00 -4.96
H 3.32 -28.28 -3.99
C 2.26 -21.43 -4.23
O 2.44 -20.75 -3.04
C 2.54 -19.33 -3.11
C 2.45 -18.77 -1.66
C 2.66 -17.28 -1.57
N 3.49 -19.39 -0.87
H 1.23 -21.23 -4.53
H 2.44 -22.49 -4.06
H 2.97 -21.08 -4.95
H 3.45 -18.95 -3.57
H 1.63 -18.90 -3.62
H 1.45 -19.09 -1.24
H 2.21 -17.05 -0.62
H 2.16 -16.71 -2.35
H 3.71 -17.07 -1.55
H 3.24 -20.35 -0.86
H 3.48 -19.08 0.09
C -4.51 -25.42 -5.86
O -5.34 -24.58 -5.16
C -4.99 -24.58 -3.76
C -5.68 -23.37 -3.11
C -5.48 -23.41 -1.60
N -7.15 -23.36 -3.33
H -4.74 -26.45 -5.54
H -3.43 -25.23 -5.80
H -4.83 -25.34 -6.91
H -5.27 -25.50 -3.25
H -3.91 -24.39 -3.56
H -5.31 -22.45 -3.60
H -6.05 -24.21 -1.09
H -5.80 -22.44 -1.16
H -4.42 -23.56 -1.35
H -7.37 -23.57 -4.28
H -7.60 -23.94 -2.66
O 1.35 -25.54 -6.47
C -0.01 -25.55 -5.95
C -0.29 -24.18 -5.38
O -0.05 -23.17 -6.40
H 1.39 -24.71 -6.93
H -0.73 -25.80 -6.77
H 0.09 -26.35 -5.21
H 0.34 -23.91 -4.55
H -1.33 -24.04 -5.05
H -0.58 -23.37 -7.19
O -6.31 -18.64 -5.39
C -5.90 -19.56 -4.39
C -6.92 -19.53 -3.25
O -6.75 -20.50 -2.26
H -5.61 -18.13 -5.82
H -5.95 -20.58 -4.80
H -4.96 -19.35 -3.91
H -7.90 -19.61 -3.73
H -6.84 -18.52 -2.79
H -7.10 -21.36 -2.58
O 0.64 -25.21 1.45
C 1.01 -24.41 2.52
C -0.17 -23.50 2.90
O -0.45 -22.45 1.96
H 0.66 -24.59 0.70
H 1.20 -25.02 3.41
H 1.93 -23.82 2.43
H 0.08 -23.05 3.84
H -1.13 -24.02 2.92
H -0.38 -21.61 2.41
```

Results
Net charge: 0
HOMO (eV): -8.53
Structure (SMILES): COC[C@H](C)N.COC[C@H](C)N.COC[C@H](C)N.COC[C@H](C)N.COC[C@H](C)N.COC[C@H](C)N.OCCO.OCCO.OCCO
Multiplicity: 1

***

--- C ---
DFT (the ωB97M-V functional and the def2-TZVPD basis) results for 9 unconnected molecules or ions with the total composition C30H84N6O12.

```
132
C30H84N6O12 (the ωB97M-V functional and the def2-TZVPD basis)
C -1.30 0.62 4.94
O -0.26 1.61 4.85
C -0.68 2.97 4.52
C -0.94 3.12 3.06
C 0.17 2.86 2.04
N -1.29 4.51 2.89
H -2.00 0.73 5.77
H -0.77 -0.32 5.10
H -1.79 0.49 3.98
H -1.49 3.25 5.19
H 0.15 3.58 4.87
H -1.84 2.54 2.83
H -0.05 2.97 0.98
H 0.41 1.80 2.05
H 1.09 3.41 2.26
H -0.61 5.22 3.10
H -1.40 4.69 1.90
C 2.64 -3.71 -0.45
O 3.28 -2.55 0.28
C 2.99 -1.25 -0.26
C 3.78 -0.18 0.56
C 3.62 1.16 -0.12
N 5.19 -0.47 0.49
H 2.04 -4.26 0.27
H 3.32 -4.42 -0.92
H 2.06 -3.39 -1.32
H 3.19 -1.24 -1.33
H 1.92 -1.10 -0.24
H 3.59 -0.15 1.64
H 3.80 1.15 -1.19
H 4.24 1.92 0.34
H 2.56 1.38 0.01
H 5.32 -1.43 0.78
H 5.50 -0.44 -0.47
C 2.51 -0.55 -4.21
O 2.91 -1.84 -3.76
C 3.15 -2.81 -4.81
C 3.29 -4.22 -4.27
C 4.61 -4.49 -3.48
N 3.38 -5.14 -5.39
H 3.24 -0.16 -4.91
H 2.58 0.20 -3.43
H 1.55 -0.53 -4.73
H 2.32 -2.83 -5.50
H 3.90 -2.22 -5.34
H 2.46 -4.37 -3.58
H 4.82 -3.71 -2.75
H 5.43 -4.57 -4.20
H 4.53 -5.33 -2.79
H 3.81 -5.99 -5.07
H 2.43 -5.46 -5.53
C -2.58 -2.96 5.91
O -3.34 -2.32 4.85
C -4.49 -2.99 4.41
C -4.14 -3.87 3.19
C -4.08 -3.02 1.94
N -4.99 -5.01 2.96
H -2.05 -2.21 6.50
H -2.11 -3.88 5.57
H -3.27 -3.41 6.63
H -5.03 -3.57 5.16
H -5.32 -2.36 4.09
H -3.19 -4.36 3.38
H -3.25 -2.34 2.08
H -4.93 -2.35 1.79
H -3.81 -3.51 1.01
H -4.48 -5.67 2.39
H -5.73 -4.87 2.28
C -0.44 -1.03 1.90
O -0.02 -0.21 0.76
C -1.10 0.20 -0.04
C -0.78 1.25 -1.15
C -1.89 2.13 -1.74
N -0.05 0.52 -2.18
H -0.63 -2.09 1.72
H -1.37 -0.71 2.38
H 0.26 -0.94 2.73
H -1.64 -0.65 -0.45
H -1.82 0.62 0.67
H -0.01 1.96 -0.85
H -2.51 2.56 -0.96
H -2.62 1.51 -2.28
H -1.60 2.82 -2.53
H -0.59 -0.27 -2.52
H 0.67 0.17 -1.57
C -3.53 4.84 0.01
O -2.19 5.13 0.32
C -1.54 6.05 -0.59
C -1.87 7.56 -0.40
C -1.03 8.57 -1.18
N -1.84 7.93 1.05
H -3.96 4.08 0.66
H -3.65 4.53 -1.03
H -4.19 5.71 0.02
H -0.51 5.91 -0.25
H -1.70 5.74 -1.62
H -2.91 7.60 -0.71
H -1.52 9.52 -1.37
H -0.97 8.19 -2.20
H 0.02 8.69 -0.89
H -0.92 7.64 1.35
H -2.41 7.28 1.57
O 2.25 -2.13 5.13
C 2.80 -2.18 3.83
C 3.17 -3.60 3.50
O 3.98 -4.23 4.51
H 3.05 -2.14 5.67
H 2.08 -1.88 3.07
H 3.71 -1.59 3.91
H 3.70 -3.66 2.55
H 2.26 -4.19 3.42
H 3.66 -5.13 4.55
O -1.69 -1.45 -3.28
C -1.47 -2.87 -3.36
C -0.80 -3.35 -2.05
O -1.79 -3.44 -1.04
H -2.60 -1.26 -3.02
H -2.43 -3.37 -3.52
H -0.96 -3.08 -4.29
H 0.12 -2.80 -1.87
H -0.45 -4.38 -2.14
H -1.96 -2.51 -0.87
O 1.19 2.37 -4.18
C 0.66 2.33 -5.45
C -0.88 2.35 -5.50
O -1.34 3.53 -5.04
H 0.66 1.94 -3.50
H 1.09 3.05 -6.15
H 0.99 1.41 -5.95
H -1.17 1.55 -4.82
H -1.25 2.08 -6.49
H -2.30 3.51 -5.04
```

Results
Net charge: 0
HOMO (eV): -8.59
Structure (SMILES): COC[C@H](C)N.COC[C@H](C)N.COC[C@H](C)N.COC[C@H](C)N.COC[C@H](C)N.COC[C@H](C)N.OCCO.OCCO.OCCO
Multiplicity: 1

***

Top of the stability list: B, leading by 209.8 kJ/mol.

***

--- A ---
DFT (the ωB97M-V functional and the def2-TZVPD basis) results for C5H6O in the gas phase.

```
12
C5H6O (the ωB97M-V functional and the def2-TZVPD basis)
C -1.46 -1.53 1.25
C -1.13 -0.94 0.25
C -0.71 -0.18 -0.93
C 0.24 0.97 -0.57
C 1.42 0.63 0.32
O 0.05 2.08 -1.01
H -1.75 -2.05 2.13
H -0.19 -0.84 -1.63
H -1.57 0.25 -1.45
H 2.15 1.43 0.28
H 1.87 -0.32 0.02
H 1.06 0.51 1.35
```

Results
Net charge: 0
HOMO (eV): -9.69
Structure (SMILES): C#CCC(C)=O
Multiplicity: 1

***

--- B ---
DFT (the ωB97M-V functional and the def2-TZVPD basis) results for C5H6O in the gas phase.

```
12
C5H6O (the ωB97M-V functional and the def2-TZVPD basis)
C -0.66 -1.28 -0.17
C 0.69 -0.56 -0.24
C 0.93 0.43 -1.22
O 0.46 1.54 -0.77
C 0.15 1.04 0.60
C -0.37 1.56 1.59
H -0.70 -1.80 0.79
H -1.51 -0.60 -0.21
H -0.76 -2.02 -0.97
H 1.51 -1.27 -0.10
H 1.48 0.46 -2.16
H -0.76 1.76 2.56
```

Results
Net charge: 0
HOMO (spin up / spin down) (eV): -7.27 / -7.27
Multiplicity: 1

***

Top of the stability list: A, leading by 435.7 kJ/mol.

***

--- A ---
DFT (the ωB97M-V functional and the def2-TZVPD basis) results for C5H6O in the gas phase.

```
12
C5H6O (the ωB97M-V functional and the def2-TZVPD basis)
C -0.24 2.58 -0.41
C -0.33 1.29 -0.58
C -0.19 0.00 -0.67
C -0.21 -0.85 0.57
C 0.59 -2.12 0.42
O 1.21 -2.42 -0.57
H 0.78 2.95 -0.41
H -1.07 3.27 -0.29
H -0.03 -0.47 -1.63
H 0.16 -0.30 1.44
H -1.24 -1.14 0.82
H 0.57 -2.79 1.30
```

Results
Net charge: 0
HOMO (eV): -9.54
Structure (SMILES): C=C=CCC=O
Multiplicity: 1

***

--- B ---
DFT (the ωB97M-V functional and the def2-TZVPD basis) results for 2 unconnected molecules or ions with the total composition C5H6O.

```
12
C5H6O (the ωB97M-V functional and the def2-TZVPD basis)
C -0.87 -1.00 0.38
C 0.24 -0.80 -0.27
C -1.02 2.42 0.57
C -0.79 0.20 -0.46
C 1.54 -1.32 -0.40
O -0.75 2.53 1.72
H -1.39 -1.32 1.13
H -1.30 3.29 -0.09
H -1.32 0.62 -1.27
H 2.23 -0.86 -1.07
H 1.36 -2.38 -0.81
H 2.09 -1.39 0.57
```

Results
Net charge: 0
HOMO (spin up / spin down) (eV): -6.66 / -6.71
Multiplicity: 1

***

Top of the stability list: A, leading by 406.3 kJ/mol.

***

--- A ---
DFT (the ωB97M-V functional and the def2-TZVPD basis) results for C5H6O in the gas phase.

```
12
C5H6O (the ωB97M-V functional and the def2-TZVPD basis)
C 2.64 0.22 0.54
C 1.38 0.43 0.25
C 0.18 0.00 0.00
C -1.23 0.47 0.15
C -2.01 -0.38 -0.82
O -2.84 -1.20 -0.50
H 2.86 -0.08 1.55
H 3.40 0.16 -0.23
H 0.25 -1.06 -0.21
H -1.39 1.54 0.00
H -1.55 0.20 1.16
H -1.69 -0.29 -1.88
```

Results
Net charge: 0
HOMO (eV): -9.67
Structure (SMILES): C=C=CCC=O
Multiplicity: 1

***

--- B ---
DFT (the ωB97M-V functional and the def2-TZVPD basis) results for a molecular structure, C5H6O.

```
12
C5H6O (the ωB97M-V functional and the def2-TZVPD basis)
C -2.71 -0.14 0.11
C -1.27 0.07 -0.08
C -0.09 0.25 -0.29
C 1.20 0.62 -0.84
C 2.47 -0.12 0.21
O 2.02 -0.52 -1.04
H -3.10 -0.72 -0.73
H -2.91 -0.70 1.02
H -3.25 0.81 0.15
H 2.04 1.03 0.20
H 2.06 -0.67 1.06
H 3.55 0.08 0.23
```

Results
Net charge: 0
HOMO (eV): -8.34
Multiplicity: 1

***

--- C ---
DFT (the ωB97M-V functional and the def2-TZVPD basis) results for C5H6O in the gas phase.

```
12
C5H6O (the ωB97M-V functional and the def2-TZVPD basis)
C -1.79 -0.10 -0.03
C -0.30 0.00 -0.10
C 0.62 -0.97 -0.20
C 1.84 -0.12 -0.09
O 1.84 0.98 -0.74
C 0.41 1.36 -0.05
H -2.25 0.51 -0.82
H -2.17 0.29 0.92
H -2.13 -1.14 -0.13
H 0.54 -2.04 -0.36
H 2.68 -0.33 0.61
H 0.72 1.56 0.99
```

Results
Net charge: 0
HOMO (spin up / spin down) (eV): -7.46 / -7.46
Structure (SMILES): Cc1ccoc1
Multiplicity: 1

***

Top of the stability list: A, leading by 244.1 kJ/mol.